# 1
Computed, not measured: a cluster of 16 separate species, C7H41N2O17S in total in a non-equilibrium geometry, with ωB97M-V with the def2-TZVPD basis set.

```
! wB97M-V def2-TZVPD RIJCOSX def2/J DEFGRID3
* xyz 1 1
C 4.16584 0.08914 0.12537
C 3.32787 -1.02846 0.70455
O 3.78731 -2.28188 0.19516
C 1.82019 -0.93970 0.54363
O 1.36523 -0.34900 -0.74918
C 0.25265 0.35978 -0.55230
C -0.91895 -0.32318 -0.16522
C -2.04464 0.39343 0.07468
S -3.54971 -0.29440 0.60237
C -1.92106 1.77640 -0.10530
N -0.79294 2.29563 -0.50598
N 0.35234 1.65840 -0.75615
H 5.07523 -0.30089 -0.30724
H 3.65522 0.71918 -0.58791
H 4.46244 0.73644 0.94407
H 3.48210 -1.04079 1.78228
H 3.51540 -2.96255 0.81485
H 1.43227 -0.31823 1.34869
H 1.35319 -1.90980 0.65534
H -0.88122 -1.39326 -0.07144
H -3.09463 -1.39923 1.22134
H -2.76092 2.42817 0.08423
H -0.75667 3.30112 -0.65340
O 7.10258 -1.75590 -0.67918
H 6.18145 -2.00277 -0.81492
H 7.41813 -1.54318 -1.56364
O -4.83599 -0.65499 3.80962
H -5.71856 -1.02051 3.67100
H -4.49649 -0.46515 2.93076
O 1.34283 -4.30470 1.02316
H 0.86982 -4.52145 0.21095
H 0.67426 -4.39291 1.71123
O -4.36114 4.08600 -0.42509
H -4.67419 3.68997 -1.24584
H -5.15703 4.51865 -0.05927
O -2.87580 6.56511 -1.06715
H -3.45678 5.79686 -1.14782
H -2.69548 6.63281 -0.12584
O 2.78005 1.42773 -2.78305
H 2.36995 1.17327 -3.61734
H 2.07697 1.35188 -2.12439
O 1.82330 1.14337 3.09220
H 1.33025 1.94720 2.90371
H 2.02540 1.21017 4.03195
O -1.36787 -5.79402 1.22255
H -2.15996 -6.33240 1.13240
H -0.83652 -6.26365 1.87315
O 3.19298 4.51108 -3.40008
H 3.07854 3.55423 -3.47274
H 3.43634 4.64939 -2.48036
O -6.79569 4.27756 1.02248
H -7.42005 3.55070 0.93457
H -6.63709 4.34847 1.96969
O 5.92041 3.57510 -5.11947
H 5.58867 3.23313 -5.95392
H 5.15406 3.98984 -4.70657
O -6.00862 -2.56017 1.15977
H -5.22794 -2.04477 0.94746
H -5.92118 -3.36837 0.64254
O 5.80488 0.69242 -2.74942
H 4.84667 0.62803 -2.72519
H 6.02992 1.34949 -2.08553
O 1.28806 -7.32085 -0.13188
H 1.34007 -6.70917 0.60819
H 1.60640 -6.81391 -0.88419
O -7.93475 -3.15854 3.62298
H -8.84868 -3.43161 3.50052
H -7.59773 -3.03267 2.72952
*
```

Results
Lowest unoccupied orbital energy ... -5.53 eV
Largest force on an atom ... 1.42 eV/A
Orbital gap ... 6.80 eV
Electronic energy ... -56539.0778 eV

***

# 2
Computed, not measured: a cluster of 2 separate species, C9H14 in total in a non-equilibrium geometry, with ωB97M-V with the def2-TZVPD basis set.

```
! wB97M-V def2-TZVPD RIJCOSX def2/J DEFGRID3
* xyz 1 2
C -1.46112 -0.16620 -3.68707
C -0.56853 1.02022 -4.10136
H -2.39906 -0.17639 -4.23586
H -0.90513 -1.08615 -3.84737
H -1.70113 0.01469 -2.63419
H 0.02245 0.77772 -4.99061
H 0.10915 1.31206 -3.30069
H -1.09684 1.91145 -4.44196
C 1.61345 1.18444 2.94848
C -1.08019 0.04901 0.56273
C -0.58635 -1.22030 0.14042
C -0.42660 0.78723 1.54071
C 0.82939 0.41360 1.95795
C 0.56854 -1.68661 0.69517
C 1.33494 -0.89803 1.55628
H -2.06509 0.35451 0.23072
H -1.08066 -1.71839 -0.68469
H -0.96167 1.61704 1.97927
H 0.98817 -2.67482 0.55291
H 1.21246 2.18892 3.12634
H 2.68225 1.27889 2.79016
H 2.19301 -1.32523 2.05661
H 1.40773 0.76333 3.94005
*
```

Results
Lowest unoccupied orbital energy (alpha / beta) ... -4.57 / -8.38 eV
Energy above the lowest of the compared OMol25 structures with the same formula, charge and spin ... 12.04 kcal per mole
Largest force on an atom ... 2.48 eV/A
Orbital gap (alpha / beta) ... 9.85 / 6.04 eV
Electronic energy ... -9550.9192 eV

***

# 3
Computed, not measured: a structure of composition Cl4Mg in a non-equilibrium geometry, with ωB97M-V with the def2-TZVPD basis set.

```
! wB97M-V def2-TZVPD RIJCOSX def2/J DEFGRID3
* xyz -2 1
Mg -12.80192 21.66097 -12.27563
Cl -10.63160 21.06772 -12.16421
Cl -12.82700 23.73562 -11.13060
Cl -14.52274 20.39586 -11.35019
Cl -13.51055 22.21705 -14.55320
*
```

Results
Lowest unoccupied orbital energy ... 6.37 eV
Energy above the lowest of the compared OMol25 structures with the same formula, charge and spin ... 3.94 kcal per mole
Largest force on an atom ... 1.17 eV/A
Orbital gap ... 8.36 eV
Electronic energy ... -55543.2335 eV

***

# 4
Computed, not measured: a cluster of 2 separate species, C6H16NO in total in a non-equilibrium geometry, with ωB97M-V with the def2-TZVPD basis set.

```
! wB97M-V def2-TZVPD RIJCOSX def2/J DEFGRID3
* xyz 1 1
C -1.07269 -1.27816 -2.21231
C -0.56412 -0.52085 -1.05751
C 0.48624 -1.28144 -0.18283
C 1.35864 -0.38503 0.79108
C -0.17450 -0.12166 2.81929
C 0.95236 -0.50948 2.20642
N -0.09520 0.86503 -1.36764
H -1.51157 -2.26406 -2.07947
H -1.84680 -0.78866 -2.78255
H -0.34412 -1.49768 -3.01356
H -1.49384 -0.53134 -0.39168
H 0.11667 -2.02259 0.54069
H 1.21891 -1.83322 -0.78488
H 1.51474 0.69849 0.62329
H 2.33129 -0.87494 0.56093
H -1.13411 -0.07262 2.30550
H -0.03712 0.10996 3.86559
H 1.82149 -0.78140 2.82401
H 0.84837 0.95591 -0.96839
H -0.80645 1.52758 -1.06917
H 0.03939 1.04518 -2.38711
H -1.19956 2.89761 0.82401
H 0.09798 3.57350 0.76342
O -0.50600 3.08987 0.17286
*
```

Results
Lowest unoccupied orbital energy ... -3.19 eV
Energy above the lowest of the compared OMol25 structures with the same formula, charge and spin ... 55.90 kcal per mole
Largest force on an atom ... 4.07 eV/A
Orbital gap ... 9.68 eV
Electronic energy ... -10010.8883 eV

***

# 5
Computed, not measured: the molecule C4H7NO, with ωB97M-V with the def2-TZVPD basis set.

```
! wB97M-V def2-TZVPD RIJCOSX def2/J DEFGRID3
* xyz 0 1
C 0.18347 -1.57941 0.56895
C 0.39794 -0.09994 0.74036
N 1.15843 0.68373 -0.19875
C -0.26177 0.97031 -0.08196
C -0.97449 0.84773 -1.39705
O -0.42269 0.56254 -2.43223
H -0.07123 -1.84729 -0.45944
H -0.64335 -1.87560 1.22488
H 1.07039 -2.14375 0.87758
H 0.50788 0.18748 1.79006
H 1.75622 1.38782 0.21640
H -0.65299 1.77999 0.54152
H -2.04782 1.12640 -1.39032
*
```

Results
Lowest unoccupied orbital energy ... 0.85 eV
Energy above the lowest of the compared OMol25 structures with the same formula, charge and spin ... 51.61 kcal per mole
Largest force on an atom ... 0.68 eV/A
Orbital gap ... 10.66 eV
Electronic energy ... -7797.4062 eV

***

# 6
Computed, not measured: a cluster of 2 separate species, C5H13NO3 in total in a non-equilibrium geometry, with ωB97M-V with the def2-TZVPD basis set.

```
! wB97M-V def2-TZVPD RIJCOSX def2/J DEFGRID3
* xyz 0 1
C -0.78817 1.99762 0.36745
C -0.17974 1.29821 -0.82535
O -0.91995 1.46838 -2.02368
N 0.02896 -0.14367 -0.55701
C -1.19329 -0.90491 -0.34557
O 0.77019 -0.69239 -1.62721
H -0.24617 1.64414 1.29820
H -1.82420 1.69072 0.50429
H -0.75650 3.07040 0.20828
H 0.82170 1.68960 -1.03773
H -1.85375 1.54497 -1.79820
H -1.97927 -0.66572 -1.07040
H -1.53213 -0.71159 0.66960
H -0.94641 -1.95922 -0.43903
H 0.35127 -0.39071 -2.45506
C 1.60347 -1.89679 1.17196
C 1.20680 -0.47374 1.40186
O 0.33845 -0.10321 2.18000
H 0.82683 -2.57726 1.51105
H 1.80750 -2.04729 0.11436
H 2.51839 -2.09028 1.73301
H 1.94602 0.25272 1.01919
*
```

Results
Lowest unoccupied orbital energy ... 0.73 eV
Energy above the lowest of the compared OMol25 structures with the same formula, charge and spin ... 69.75 kcal per mole
Largest force on an atom ... 1.45 eV/A
Orbital gap ... 10.03 eV
Electronic energy ... -13026.2063 eV

***

# 7
Computed, not measured: a structure of composition C35H45N3OP2RhS, with ωB97M-V with the def2-TZVPD basis set.

```
! wB97M-V def2-TZVPD RIJCOSX def2/J DEFGRID3
* xyz -1 5
Rh -0.23894 0.95737 -0.07985
C 4.45745 0.71222 -2.29463
C 3.03562 1.21611 -2.01742
C 3.06373 2.66124 -1.49294
P 1.93243 0.18154 -0.94598
C 2.09453 -1.54778 -1.63998
C 3.32371 -2.34007 -1.19751
C 1.95002 -1.54214 -3.16579
C 2.73576 0.04972 0.68567
C 3.96540 0.53260 1.10302
C 4.40629 0.33370 2.40939
C 3.59299 -0.35974 3.29614
C 2.35139 -0.83666 2.90673
C 1.88886 -0.62371 1.60066
N 0.64028 -0.93476 1.12860
C -0.16913 -1.90127 1.61734
C 0.32063 -3.11135 2.18122
C -0.53207 -4.11121 2.58786
C -1.91791 -3.97040 2.46922
C -2.41856 -2.79524 1.93262
C -1.58366 -1.76134 1.50095
P -2.13551 -0.11747 0.93740
C -2.97247 0.58544 2.43994
C -2.95777 2.11772 2.37632
C -4.38135 0.06433 2.71897
C -3.51848 -0.27109 -0.31402
C -3.10535 0.58040 -1.52854
C -4.03554 -1.67591 -0.67261
H 5.02632 1.50769 -2.78737
H 4.47816 -0.15813 -2.94982
H 4.98792 0.44561 -1.38065
H 2.48620 1.22681 -2.96366
H 3.68607 2.74817 -0.60113
H 2.06722 3.02418 -1.23667
H 3.47960 3.32462 -2.25758
H 1.22092 -2.04773 -1.22177
H 4.25033 -1.90885 -1.58281
H 3.24866 -3.36640 -1.57673
H 3.40244 -2.38533 -0.11069
H 2.82401 -1.10815 -3.65597
H 1.06957 -0.98301 -3.49200
H 1.84175 -2.56665 -3.53472
H 4.59898 1.07800 0.41793
H 5.36466 0.72386 2.72896
H 3.92309 -0.51019 4.31788
H 1.70756 -1.33556 3.62233
H 1.39295 -3.23952 2.26687
H -0.11907 -5.02515 3.00018
H -2.58816 -4.75695 2.79366
H -3.49285 -2.68439 1.84530
H -2.31554 0.25986 3.24853
H -3.62537 2.48064 1.58450
H -1.95479 2.49178 2.16910
H -3.30209 2.54307 3.32458
H -5.11093 0.53241 2.05282
H -4.66963 0.32388 3.74106
H -4.47098 -1.01931 2.61806
H -4.35101 0.27886 0.12385
H -3.86905 0.48112 -2.31273
H -1.47847 1.06035 -2.63897
H -3.06240 1.62509 -1.21872
H -3.27977 -2.45177 -0.58166
H -4.40054 -1.69468 -1.70436
H -4.86891 -1.95483 -0.02178
O 0.32338 2.04049 1.72276
N 0.32103 3.39718 1.68826
C 0.61192 4.05506 2.89572
C 0.71414 5.41079 2.92947
C 0.49594 6.18880 1.76894
C 0.08762 5.49514 0.59137
C -0.02322 4.12747 0.55190
S -0.60212 3.26101 -0.84865
H 0.75726 3.39472 3.73647
H 0.96026 5.88026 3.87643
H 0.57996 7.26727 1.78569
H -0.17304 6.03426 -0.31110
N -1.76269 0.28804 -2.05240
C -1.62909 -0.94550 -2.76363
C -1.36954 -2.11296 -2.05177
C -1.25922 -3.32164 -2.71194
C -1.37263 -3.37678 -4.09388
C -1.60625 -2.20907 -4.81145
C -1.74863 -1.00116 -4.14667
H -1.23760 -2.04983 -0.97589
H -1.05923 -4.22363 -2.14454
H -1.27115 -4.32290 -4.61227
H -1.68188 -2.24012 -5.89135
H -1.94445 -0.08854 -4.70005
*
```

Results
Lowest unoccupied orbital energy (alpha / beta) ... 2.50 / 2.50 eV
Energy above the lowest of the compared OMol25 structures with the same formula, charge and spin ... 2.33 kcal per mole
Largest force on an atom ... 0.79 eV/A
Orbital gap (alpha / beta) ... 3.64 / 6.37 eV
Electronic energy ... -75963.7407 eV

***

# 8
Computed, not measured: a cluster of 2 separate species, C2H6ClIOSi in total in a non-equilibrium geometry, with ωB97M-V with the def2-TZVPD basis set.

```
! wB97M-V def2-TZVPD RIJCOSX def2/J DEFGRID3
* xyz 0 1
C 0.26006 0.32272 1.94306
C 0.53120 0.68300 -1.97010
O -0.95256 0.93753 1.51085
Si -1.62459 0.81346 0.03859
Cl -2.49099 2.57832 -0.49648
I -3.51222 -0.73419 -0.04849
H 1.04603 0.93704 1.51424
H 0.26239 -0.68460 1.57873
H 0.22874 0.41581 2.99515
H 0.18041 0.10180 -2.87492
H 0.58955 1.78067 -2.19059
H 1.41366 0.19916 -1.47539
*
```

Results
Lowest unoccupied orbital energy (alpha / beta) ... -0.82 / -0.82 eV
Energy above the lowest of the compared OMol25 structures with the same formula, charge and spin ... 55.81 kcal per mole
Largest force on an atom ... 2.49 eV/A
Orbital gap (alpha / beta) ... 7.69 / 7.69 eV
Electronic energy ... -32719.9273 eV

***

Number 1: molecular weight 457.47 g/mol. Number 2: molecular weight 122.21 g/mol. Number 3: molecular weight 166.12 g/mol. Number 4: molecular weight 118.20 g/mol. Number 5: molecular weight 85.11 g/mol. Number 6: molecular weight 135.16 g/mol. Number 7: molecular weight 720.69 g/mol. Number 8: molecular weight 236.51 g/mol.